{
  "formula": "C22H64Cl4O10",
  "method": "wB97M-V/def2-TZVPD",
  "mol_weight_g_mol": 630.56,
  "energy_ev": -94413.597,
  "orbital_gap_ev": 10.3,
  "symbols": ["C", "C", "O", "H", "H", "H", "H", "H", "H", "C", "C", "O", "H", "H", "H", "H", "H", "H", "C", "C", "O", "H", "H", "H", "H", "H", "H", "C", "C", "O", "H", "H", "H", "H", "H", "H", "C", "C", "O", "H", "H", "H", "H", "H", "H", "C", "C", "O", "H", "H", "H", "H", "H", "H", "C", "C", "O", "H", "H", "H", "H", "H", "H", "C", "C", "O", "H", "H", "H", "H", "H", "H", "C", "C", "O", "H", "H", "H", "H", "H", "H", "C", "C", "O", "H", "H", "H", "H", "H", "H", "C", "Cl", "Cl", "H", "H", "C", "Cl", "Cl", "H", "H"],
  "xyz": [[2.49876, 5.55589, 0.61285], [1.51467, 4.82635, -0.31598], [1.82852, 3.47380, -0.57900], [2.81820, 4.82279, 1.34222], [2.07030, 6.46758, 1.07389], [3.48255, 5.85799, 0.14442], [1.43976, 5.29922, -1.31379], [0.49843, 4.87815, 0.05227], [1.77715, 2.98301, 0.23534], [-4.58961, -1.45390, 1.58201], [-3.13713, -1.43215, 1.92159], [-2.39773, -1.93215, 0.75586], [-5.21455, -1.27899, 2.43860], [-4.91410, -2.42083, 1.14782], [-4.82110, -0.67578, 0.86076], [-2.96064, -2.13879, 2.76049], [-2.80179, -0.40132, 2.25545], [-1.48063, -1.85828, 0.94668], [1.19105, -2.11944, -5.24514], [0.70697, -3.32980, -6.00516], [-0.70565, -3.52779, -6.04159], [0.55311, -1.27449, -5.31992], [2.13206, -1.78967, -5.84890], [1.45059, -2.21435, -4.19815], [1.12945, -4.22320, -5.50026], [1.16121, -3.29091, -7.00896], [-1.12377, -2.70828, -6.35480], [-3.92958, 2.41407, 0.04939], [-2.61454, 1.64298, -0.02398], [-2.59354, 0.48846, -0.80259], [-3.81761, 3.28131, 0.67287], [-4.71537, 1.76529, 0.46789], [-4.30007, 2.61761, -0.94854], [-2.30129, 1.43781, 0.97216], [-1.87561, 2.25094, -0.50782], [-2.68934, -0.37069, -0.36670], [0.41158, -0.26123, 5.02085], [0.19324, 1.15625, 4.51285], [-0.37185, 1.11315, 3.17849], [-0.53008, -0.75511, 5.29639], [0.95843, -0.22025, 5.97268], [0.99058, -0.84523, 4.33270], [1.12704, 1.73148, 4.55401], [-0.47031, 1.67962, 5.11477], [0.37535, 1.13764, 2.53275], [-1.63047, 5.79574, 2.19591], [-0.88483, 4.57393, 2.63904], [-1.87793, 3.58108, 3.07698], [-1.04652, 6.73639, 2.29691], [-2.40811, 5.84815, 2.98631], [-2.13434, 5.68365, 1.25977], [-0.22607, 4.91961, 3.39551], [-0.28964, 4.20831, 1.85877], [-1.46389, 2.68346, 3.23886], [2.08801, 0.71433, -2.57832], [0.64619, 0.31732, -2.49528], [0.24622, 0.19993, -1.10142], [2.25024, 1.68378, -2.12212], [2.39635, 0.76614, -3.66156], [2.68484, -0.00241, -2.07573], [0.48962, -0.63697, -3.04809], [0.07948, 1.16308, -2.96594], [-0.76008, 0.16243, -1.06415], [4.87604, -2.95418, 1.01291], [5.10886, -4.46397, 0.81342], [4.49771, -5.14810, 1.85064], [5.25305, -2.67933, 2.01931], [3.78764, -2.79424, 0.99606], [5.07084, -2.19842, 0.22772], [6.20644, -4.67038, 0.55822], [4.54942, -4.72551, -0.11908], [5.21474, -5.41582, 2.40160], [1.06959, -3.92698, 0.34323], [1.00176, -2.89688, 1.41260], [0.31244, -1.69619, 1.07347], [0.77766, -3.46498, -0.59907], [0.26478, -4.62707, 0.44422], [1.94789, -4.50879, 0.15823], [2.00959, -2.65743, 1.80712], [0.45504, -3.29016, 2.25857], [0.54896, -1.24259, 0.19160], [3.69293, 1.45108, 1.79580], [2.61448, 0.45534, 1.34227], [1.39652, 1.23386, 1.10481], [3.88019, 2.15665, 0.91622], [4.63212, 0.92704, 2.07474], [3.30556, 2.02091, 2.62565], [2.40263, -0.38270, 2.05457], [2.90081, 0.02951, 0.36007], [0.95226, 0.97295, 0.30643], [-3.60256, -0.09187, -3.70088], [-3.48781, -0.76635, -5.38286], [-5.13189, 0.58018, -3.33143], [-3.37521, -0.97567, -3.05995], [-2.83716, 0.65398, -3.69151], [-4.90233, -4.00060, -3.43640], [-5.84407, -3.13766, -2.09986], [-3.22636, -4.31900, -3.04813], [-5.48573, -4.90624, -3.67487], [-4.94899, -3.29709, -4.26768]],
  "atomic_forces_ev_per_a": [[0.87, 0.20, -0.69], [-0.02, 0.76, -1.10], [0.47, 0.48, -0.56], [-0.18, 0.05, 0.73], [0.11, -0.66, -0.12], [-1.20, -0.29, 0.00], [0.31, -0.05, 0.44], [-0.27, 0.15, 0.50], [-0.13, -0.60, 0.68], [-0.61, -0.36, -0.83], [0.97, -0.47, 0.33], [-2.46, 0.86, 0.39], [-0.16, 0.17, 0.57], [0.40, 0.43, 0.19], [-0.10, 0.09, -0.24], [0.10, 0.45, -0.32], [-0.16, -1.11, -0.53], [1.89, 0.09, 0.39], [2.41, 0.76, -1.55], [0.15, -0.96, 0.45], [0.27, 0.47, -0.08], [-0.95, 0.75, -0.23], [-1.22, -0.38, 1.46], [0.02, -0.48, 0.12], [-0.36, 0.30, -0.45], [-0.50, -0.12, 0.08], [0.19, -0.36, 0.17], [-0.48, -1.76, -0.46], [-0.35, 0.86, 0.29], [-0.01, -1.12, -1.64], [0.05, 0.48, 0.12], [0.25, 0.19, 0.23], [0.11, 0.53, -0.23], [0.52, -0.18, 0.95], [0.54, 0.79, 0.06], [-0.25, -0.03, 0.77], [-0.27, 0.56, 1.38], [0.95, -1.39, -1.64], [0.70, 0.47, 0.60], [0.13, 0.05, -0.56], [0.13, 0.02, -0.15], [0.15, -0.38, -0.45], [0.03, -0.13, -0.34], [-1.45, 0.90, 1.19], [-0.64, -0.06, 0.06], [-0.78, 0.57, 1.79], [-1.62, -0.61, 0.29], [1.28, 0.05, -0.04], [-0.22, -0.69, -0.46], [0.06, 0.41, -0.55], [-0.13, 0.10, -0.71], [0.63, -0.25, 1.31], [0.88, -1.00, -1.17], [-0.08, 1.29, -0.58], [0.01, 0.50, -1.24], [-0.66, 0.61, -0.27], [-1.02, -0.41, -0.75], [0.01, 0.22, 0.05], [-0.24, -0.09, 1.07], [0.84, -0.82, 0.41], [-0.25, 0.66, 0.53], [0.00, -0.94, 0.31], [0.98, 0.25, -0.05], [-0.98, 0.46, 0.37], [0.27, 1.66, -3.32], [0.09, -0.45, 0.19], [-0.11, 0.28, -0.71], [0.09, -0.43, 0.68], [1.19, -0.76, 0.20], [-1.35, -0.14, 0.95], [0.52, -0.05, 0.50], [0.40, -0.54, 1.06], [-1.32, -0.05, -1.57], [1.07, 0.74, 0.94], [0.07, 0.84, -1.46], [0.37, 0.27, -0.32], [-0.47, -0.64, 0.35], [0.88, 0.02, 0.38], [-0.40, 0.04, -0.24], [-0.18, -0.01, 0.29], [-0.08, -1.24, 1.58], [0.13, -0.25, -1.48], [-0.43, 0.28, -0.72], [1.45, 0.28, 1.82], [-0.06, -0.86, 1.28], [-0.57, 0.41, -0.15], [0.07, 0.24, 0.38], [0.17, 0.81, -0.45], [-0.01, -0.08, 0.56], [-0.45, -0.64, -1.10], [0.97, -1.84, -0.28], [-0.25, 0.07, 0.07], [-0.80, 0.31, 0.13], [-0.22, 1.02, -0.28], [0.29, 0.35, 0.41], [-1.29, 0.60, 0.12], [0.76, -0.61, -0.65], [-0.22, -0.05, 0.10], [0.64, 0.36, 0.31], [0.16, -0.20, 0.09]]
}

{
  "formula": "C22H64FeN10O12",
  "method": "wB97M-V/def2-TZVPD",
  "spin_multiplicity": 5,
  "mol_weight_g_mol": 716.66,
  "energy_ev": -97708.397,
  "s2": 6.009,
  "orbital_gap_ev": [8.2, 8.0],
  "symbols": ["Fe", "O", "C", "C", "O", "H", "H", "H", "H", "C", "O", "N", "N", "H", "H", "H", "H", "C", "O", "N", "N", "H", "H", "H", "H", "C", "O", "N", "N", "H", "H", "H", "H", "C", "O", "N", "N", "H", "H", "H", "H", "C", "O", "N", "N", "H", "H", "H", "H", "C", "C", "C", "O", "H", "H", "H", "H", "H", "H", "H", "H", "C", "C", "C", "O", "H", "H", "H", "H", "H", "H", "H", "H", "C", "C", "C", "O", "H", "H", "H", "H", "H", "H", "H", "H", "C", "C", "C", "O", "H", "H", "H", "H", "H", "H", "H", "H", "C", "C", "C", "O", "H", "H", "H", "H", "H", "H", "H", "H"],
  "xyz": [[-0.81338, -3.07979, -0.72036], [-1.23157, -1.36394, -1.95166], [-0.70416, -0.27918, -1.23704], [0.39374, -0.67792, -0.01575], [0.48029, -1.98475, 0.59047], [-1.55781, 0.28506, -0.86152], [-0.22790, 0.43751, -1.90610], [0.07343, 0.02324, 0.75489], [1.39533, -0.40148, -0.34514], [-3.07553, 3.12870, -1.05726], [-3.39357, 2.27933, -1.86936], [-1.88890, 3.62483, -1.07708], [-3.80596, 3.67315, -0.18660], [-1.54578, 4.08502, -0.24606], [-1.26521, 3.22628, -1.76431], [-4.78482, 3.43587, -0.26169], [-3.45457, 4.47583, 0.31572], [1.71950, -4.27531, -1.68788], [0.69227, -3.81807, -1.97830], [2.64253, -4.54882, -2.54371], [2.12560, -4.65661, -0.47427], [3.35450, -5.14617, -2.14827], [2.65818, -4.39543, -3.54187], [3.11732, -4.84775, -0.48199], [1.68476, -4.54966, 0.42813], [-3.23140, -2.03961, 1.51470], [-2.57753, -2.43200, 0.57783], [-3.88012, -2.72569, 2.38001], [-3.22777, -0.73965, 1.93410], [-4.52804, -2.22235, 2.96905], [-3.77971, -3.71636, 2.21095], [-3.79837, -0.49615, 2.73111], [-2.79224, 0.01151, 1.41819], [4.62741, -1.55394, -0.35589], [5.81133, -1.24824, -0.48923], [4.02091, -1.76096, 0.74174], [3.78511, -1.67289, -1.32812], [4.37394, -1.28715, 1.56087], [3.03470, -1.96154, 0.65654], [2.79501, -1.83118, -1.20672], [4.16266, -1.69486, -2.26464], [-0.33078, -1.65922, -5.41536], [0.00774, -1.97541, -6.55010], [-1.45477, -1.08769, -5.08017], [0.47647, -1.63830, -4.37314], [-1.55348, -0.97035, -4.08188], [-2.23968, -1.10571, -5.71553], [1.41798, -1.93270, -4.58988], [0.11142, -1.41842, -3.45745], [-0.15585, 3.15060, 2.40106], [-1.00158, 3.72156, 3.44519], [-0.67123, 3.22339, 4.80852], [-1.04425, 5.08028, 3.38296], [-0.03069, 2.06872, 2.35667], [0.84250, 3.58696, 2.43252], [-0.53194, 3.43463, 1.41822], [-1.94018, 3.19774, 3.26424], [0.18102, 3.72284, 5.26931], [-0.46008, 2.15941, 4.70147], [-1.49525, 3.24818, 5.52159], [-1.48686, 5.41627, 4.16578], [2.40575, 2.78793, -3.39851], [1.10471, 3.44411, -2.90719], [0.00516, 3.02338, -3.85469], [1.03552, 2.71059, -1.74253], [2.90000, 3.33115, -4.20395], [2.17477, 1.75685, -3.66614], [3.17859, 2.75322, -2.63065], [1.16142, 4.52539, -2.78183], [0.23198, 3.46958, -4.82296], [-1.01165, 3.34969, -3.63623], [-0.12603, 1.94141, -3.87005], [0.90249, 1.80186, -2.02203], [-0.82778, -0.81098, 4.31334], [0.70171, -0.96591, 4.27563], [1.23640, -1.58323, 5.56506], [0.93017, -1.89906, 3.35778], [-1.22032, -1.59609, 4.95957], [-1.28047, -0.52114, 3.36510], [-1.06466, -0.07566, 5.08230], [1.33003, -0.10497, 4.04737], [0.96715, -0.75453, 6.21993], [2.29002, -1.86215, 5.57883], [0.75334, -2.43453, 6.04469], [0.75376, -1.66459, 2.44372], [3.70468, 2.93971, 3.83608], [4.05453, 1.70278, 3.05914], [3.32035, 1.58777, 1.75184], [5.41040, 1.79294, 2.72577], [4.10547, 3.00165, 4.84783], [2.63398, 3.11682, 3.93770], [4.05229, 3.80826, 3.27672], [3.81211, 0.83759, 3.67621], [3.46926, 2.55551, 1.27288], [2.28850, 1.39938, 2.04830], [3.61477, 0.78037, 1.08138], [5.62378, 2.57064, 2.20495], [-3.22931, -3.69357, -3.63324], [-4.14328, -2.41120, -3.38123], [-5.51009, -2.59097, -3.92170], [-4.36341, -2.15783, -2.04494], [-2.32098, -3.59073, -3.03955], [-2.97924, -3.71590, -4.69393], [-3.68650, -4.66353, -3.43765], [-3.77828, -1.56000, -3.95597], [-5.81718, -3.59507, -3.62918], [-5.14436, -2.58125, -4.94847], [-6.16073, -1.72879, -3.77540], [-3.51352, -1.92910, -1.66158]],
  "atomic_forces_ev_per_a": [[0.35, 3.06, 0.08], [0.78, -1.43, 0.62], [0.29, -1.58, 1.01], [-1.10, 0.20, -0.33], [-1.27, -0.07, -2.08], [0.00, 0.19, 0.73], [0.48, -0.05, -0.24], [0.29, 0.34, 0.33], [0.10, 0.30, -0.23], [1.07, -2.64, -3.85], [-1.20, -1.15, -0.64], [4.79, 1.58, -0.21], [-4.86, 1.87, 4.36], [0.49, -0.07, -0.54], [0.31, 0.15, 0.68], [0.07, 0.41, 0.52], [-0.71, -0.15, -0.05], [3.14, -2.06, 2.64], [-7.40, 3.08, -1.06], [3.68, -1.33, -2.91], [1.00, -0.67, 1.89], [0.25, 0.21, -1.04], [-0.54, 0.08, 0.35], [-0.31, 0.04, 1.05], [-0.22, 0.43, -0.45], [1.71, 4.33, 0.32], [1.21, -1.51, -2.01], [-1.70, -3.44, 1.29], [0.02, 1.35, -0.69], [0.01, -1.15, 0.10], [-0.94, -0.06, 0.75], [0.38, 0.26, -0.33], [-0.19, -0.31, -0.18], [4.16, 1.47, -1.29], [-0.04, -0.15, -0.08], [-2.03, -0.77, 5.87], [-2.16, -0.60, -5.48], [-0.14, -0.40, 0.09], [-0.10, 0.17, 0.90], [0.27, 0.11, -0.05], [-0.24, 0.11, 0.14], [1.16, 0.46, -2.26], [-0.03, -0.64, -0.22], [-3.35, 0.98, 0.20], [2.92, -0.83, 1.17], [-0.97, 0.19, 0.02], [0.19, 0.03, 0.33], [-0.19, 0.11, 0.58], [0.30, -0.35, 0.40], [1.89, 0.45, -1.95], [-1.26, -2.45, 1.19], [0.64, -0.89, 1.08], [-0.22, 1.90, -0.64], [-0.32, -0.01, 0.50], [0.25, -0.05, 0.08], [-0.08, 0.00, -0.08], [-1.10, 0.58, -0.25], [0.19, -0.01, -0.11], [0.28, -0.08, 0.23], [-0.23, 0.41, -0.07], [-0.03, 0.08, 0.02], [1.17, 1.46, -1.29], [1.58, -1.89, -1.67], [-0.82, 0.84, -0.42], [-1.97, 0.28, 3.42], [-0.16, -0.30, -0.62], [0.10, 0.05, -0.34], [-0.33, 0.12, 0.34], [0.01, -0.15, 0.51], [-0.05, -0.52, -0.32], [0.05, 0.50, 0.33], [0.55, -0.16, -0.43], [0.02, -0.17, 0.26], [0.78, 1.74, 2.40], [-0.77, -1.00, 1.16], [-0.59, 1.42, 1.23], [1.56, -3.27, -2.88], [-0.28, -1.12, -1.31], [-0.04, -0.61, 0.25], [-0.08, 1.22, -0.31], [-0.44, 0.88, 0.27], [0.90, 0.02, 1.02], [0.09, 0.67, -0.28], [-0.67, -0.23, -0.85], [-0.34, 0.08, -0.76], [-0.97, 0.97, 0.19], [0.16, 0.41, -0.66], [-1.07, 0.22, 0.56], [1.80, -1.30, 0.85], [0.32, -0.30, -0.15], [-0.25, -0.30, -0.01], [0.20, 0.15, -0.02], [0.79, -0.35, 0.05], [-0.51, -0.05, -0.46], [-0.45, 0.34, -0.64], [0.37, 0.12, 0.29], [-0.44, 0.11, -0.01], [-0.70, 1.41, -0.29], [-0.03, -1.19, 0.08], [0.95, -0.76, -1.80], [0.83, 0.31, 1.52], [0.21, 0.02, -0.12], [0.37, 0.06, 0.00], [-0.40, 0.22, 0.42], [0.86, 0.25, 0.54], [-0.89, 0.34, -0.09], [-1.43, -0.48, -0.92], [-0.06, -0.42, 0.33], [0.40, 0.32, 0.43]]
}